# 1
{
  "formula": "C22H29CoN3",
  "method": "ωB97M-V/def2-TZVPD",
  "multiplicity": 4,
  "total_charge": 0,
  "gap_ev": [6.48, 7.61],
  "symbols": ["C", "C", "N", "C", "H", "C", "C", "Co", "H", "H", "C", "H", "H", "H", "H", "H", "C", "C", "C", "C", "H", "H", "H", "H", "H", "C", "H", "H", "C", "H", "N", "H", "H", "H", "C", "C", "C", "H", "H", "C", "C", "N", "H", "H", "H", "C", "H", "C", "C", "H", "C", "H", "H", "H", "C"],
  "xyz": [[2.779918, 1.864943, -0.474178], [4.103027, 1.454894, -0.766748], [1.436563, -2.573071, -1.413016], [-1.060581, 0.606300, -2.004367], [-2.215844, 2.274748, 1.209123], [0.749297, 1.793754, 2.080986], [-3.440743, -1.331223, -0.016967], [-0.384555, 1.877636, -0.733605], [-0.259947, 0.197132, -2.648510], [5.407071, -0.253476, -1.143624], [-4.701746, -0.615801, 1.904699], [1.791505, -3.119725, -3.350040], [-1.539287, -0.349674, 4.273186], [-1.549927, -0.192954, -1.421660], [2.193418, -1.418785, -2.993269], [1.296000, 2.491216, 1.428240], [-2.106818, 2.322719, 0.122480], [3.362713, -0.818008, -0.710122], [-3.493227, -0.220317, 2.469738], [0.207430, 0.948717, 4.268110], [1.346179, 1.648163, -2.721041], [-5.632067, -0.498625, 2.466425], [-5.590824, -1.424779, 0.080740], [1.975115, 2.150356, 3.787274], [-2.944403, 1.778016, -0.343427], [1.070859, 1.669797, 3.435061], [1.282833, -4.149852, -0.079395], [0.360635, 0.921918, 5.348592], [1.731693, 0.939839, -0.485649], [-1.830520, 1.128712, -2.614183], [-2.296639, -0.835724, 0.476976], [-2.219136, 3.373595, -0.177504], [2.582343, 2.939187, -0.342340], [-3.426618, 0.201167, 3.474769], [-4.686687, -1.151169, 0.612267], [1.048893, -3.921467, -1.126178], [0.680095, 2.423947, -2.313951], [1.629096, -4.582422, -1.780086], [-0.043459, -1.232760, -0.592962], [1.009181, -1.546429, -0.466748], [4.397950, 0.092386, -0.903167], [-0.215426, 1.051233, 1.518452], [-3.382229, -1.886601, -0.962672], [1.039992, -2.011551, 0.534325], [-0.023790, -4.102860, -1.302916], [-0.843799, 0.246276, 3.676638], [3.567688, -1.884209, -0.723773], [2.013830, -0.419401, -0.529794], [-1.052474, 0.307233, 2.281873], [1.289477, 3.282165, -2.006015], [1.469114, -2.222374, -2.804803], [0.483237, -1.900989, -3.189062], [4.892422, 2.204730, -0.868310], [0.039457, 2.770830, -3.145542], [-2.296288, -0.297360, 1.705668]],
  "forces_ev_per_angstrom": [[1.191, -0.417, -0.537], [-0.569, 0.317, 0.401], [0.307, 0.015, 0.502], [-0.908, -0.480, -1.571], [-0.010, 0.107, -0.247], [-0.192, -0.970, 0.565], [-0.381, 0.544, 0.535], [1.144, -1.210, 0.430], [-0.542, 0.276, 0.387], [-0.343, 0.155, 0.178], [0.269, 0.027, -0.223], [-0.088, 0.348, -0.099], [0.369, 0.244, -0.074], [0.460, 0.661, -0.098], [-0.181, -0.113, 0.027], [-0.180, -0.664, 0.405], [-0.906, 0.595, -0.160], [0.022, 0.304, 0.127], [0.762, 0.041, -0.269], [0.286, -0.300, -0.593], [-0.283, 0.456, 0.215], [0.299, -0.030, -0.263], [0.034, -0.133, 0.219], [-0.248, 0.181, 0.252], [0.218, 0.178, 0.117], [-0.504, 0.288, -0.140], [-0.098, -0.072, -0.176], [0.031, -0.123, -0.364], [0.109, 0.553, 0.558], [0.557, -0.307, 0.214], [-0.120, -0.578, 0.692], [-0.195, 0.180, -0.025], [0.177, -0.466, -0.149], [-0.297, -0.106, -0.377], [0.754, -0.079, 0.056], [-0.158, 0.109, -0.075], [-0.055, 0.131, -1.432], [-0.172, -0.104, 0.200], [0.491, 0.095, -0.057], [-0.097, -0.502, -0.135], [-0.548, 0.188, 0.204], [-0.390, -0.017, 0.266], [0.066, 0.464, 0.271], [0.072, 0.146, -0.190], [-0.063, -0.223, 0.072], [-0.281, 0.097, -0.242], [-0.010, 0.129, -0.133], [0.702, 0.277, -0.213], [1.108, 0.708, 0.634], [-0.080, -0.142, 0.296], [-0.196, -0.097, -0.090], [0.117, -0.109, -0.111], [-0.237, -0.209, 0.061], [-0.126, -0.166, 0.421], [-1.088, -0.195, -0.262]]
}

# 2
{
  "formula": "C22H29FeN8OS2Se",
  "method": "ωB97M-V/def2-TZVPD",
  "multiplicity": 6,
  "total_charge": 0,
  "gap_ev": [6.86, 6.68],
  "symbols": ["C", "H", "N", "H", "N", "S", "H", "O", "H", "H", "C", "H", "H", "C", "C", "H", "C", "N", "H", "N", "C", "H", "C", "C", "H", "H", "H", "Fe", "H", "H", "Se", "C", "C", "N", "H", "H", "H", "H", "C", "H", "C", "H", "C", "H", "C", "C", "H", "H", "C", "H", "H", "S", "N", "C", "C", "H", "H", "H", "C", "C", "N", "C", "C", "N"],
  "xyz": [[4.013137, 3.483430, -2.372524], [-4.342064, 0.833952, 2.625772], [-0.711584, -1.886095, -4.384485], [-1.122103, -4.675089, 2.476690], [-1.053013, -0.990445, 1.277195], [-1.796112, -1.135022, -2.006862], [2.679708, 1.971319, 0.233131], [0.519558, 0.778044, 2.983224], [-4.562808, 3.301291, 2.619251], [2.841751, 5.894901, -0.563406], [0.521631, -2.192683, -4.935058], [0.033438, -5.995372, 2.236531], [2.503617, -2.194529, -3.967457], [1.456930, 1.482127, 3.364628], [-1.527560, 2.945883, 1.212407], [4.934276, 3.260881, -2.901879], [-2.388277, 0.872257, 1.733214], [-1.398329, 1.626109, 1.236956], [-2.684762, -2.531794, -4.581185], [0.753536, -1.677128, -2.822521], [1.436973, -2.065056, -3.953685], [-1.822694, -2.181741, -6.102337], [-0.570710, -1.570282, -3.069209], [-2.641759, 3.600237, 1.706863], [-4.217248, -1.260173, 1.462749], [-1.662044, -6.208917, 1.774556], [2.557192, 2.115554, 4.972580], [0.440402, 0.564221, 0.686746], [3.023629, 0.558654, 1.267519], [0.880480, 4.410780, -0.489521], [0.307605, 1.674163, -1.688740], [-3.331567, -1.493767, 2.056941], [2.360416, 1.404720, 1.097732], [-0.875856, -2.327167, 1.156444], [1.423237, -4.184349, 0.048534], [1.233672, 1.054943, 5.338510], [-3.041802, -2.523574, 1.877094], [-0.215693, -5.758693, -0.235257], [2.967240, 2.575866, -2.384812], [1.141131, -1.528997, -1.898243], [2.263836, 2.252732, 2.357945], [-3.591638, -1.373813, 3.111351], [-2.200985, -0.589774, 1.685084], [0.632635, -2.459707, -5.970449], [1.791599, 2.876404, -1.699978], [2.862756, 4.940287, -1.081365], [-0.714958, 3.488044, 0.752149], [-1.430242, -4.497518, -0.007048], [-0.537073, -4.952179, 0.425304], [1.709183, 3.181697, 2.166523], [3.232820, 2.551279, 2.775089], [1.663134, -1.570585, 0.477150], [3.983714, 4.652550, -1.734548], [-1.981216, -1.862931, -5.074718], [-0.839100, -5.493338, 1.816130], [-2.703436, 4.678090, 1.665157], [-2.398463, -0.856975, -5.056496], [3.061536, 1.636563, -2.914061], [-3.669040, 2.831627, 2.229664], [-3.547793, 1.453643, 2.237159], [0.520117, -3.952969, 0.420584], [0.309451, -2.650974, 0.701160], [1.757024, 4.104227, -1.037182], [1.762564, 1.585160, 4.667309]],
  "forces_ev_per_angstrom": [[0.087, 0.039, -0.011], [0.010, -0.013, -0.003], [0.009, 0.020, 0.009], [-0.007, -0.005, 0.011], [-0.048, 0.073, 0.010], [0.015, -0.050, -0.018], [0.154, 0.017, 0.077], [-0.023, -0.098, 0.102], [-0.003, -0.003, 0.000], [-0.001, -0.011, -0.009], [0.051, 0.021, -0.015], [-0.004, 0.005, 0.007], [-0.011, -0.019, 0.002], [-0.046, -0.008, -0.064], [-0.056, 0.029, 0.005], [-0.017, -0.033, -0.008], [-0.021, -0.015, 0.015], [-0.037, -0.061, -0.069], [0.000, 0.001, -0.002], [-0.031, -0.201, -0.004], [-0.012, 0.036, -0.049], [-0.002, 0.003, -0.001], [-0.120, 0.068, 0.004], [-0.021, -0.026, 0.011], [-0.001, 0.005, -0.001], [0.007, -0.003, -0.001], [0.009, 0.013, -0.004], [0.183, -0.143, -0.388], [0.057, 0.009, -0.031], [-0.148, 0.044, 0.035], [-0.014, -0.234, 0.384], [0.023, -0.022, -0.003], [-0.122, 0.209, 0.240], [0.172, -0.032, -0.058], [0.010, -0.020, 0.020], [-0.008, -0.010, -0.002], [-0.024, 0.007, 0.007], [-0.017, 0.004, -0.006], [-0.114, -0.023, -0.005], [0.061, 0.123, 0.120], [0.030, 0.024, -0.110], [-0.002, -0.003, 0.003], [-0.035, 0.074, 0.005], [0.002, -0.005, 0.010], [0.015, 0.189, 0.038], [-0.131, -0.025, 0.039], [0.090, 0.039, -0.030], [0.010, -0.012, 0.006], [-0.006, 0.008, 0.014], [0.045, -0.045, -0.011], [-0.004, -0.021, 0.011], [-0.262, 0.072, -0.193], [0.101, -0.004, -0.024], [-0.016, -0.008, -0.011], [0.012, 0.021, -0.022], [0.007, -0.002, -0.006], [0.002, 0.000, 0.002], [0.008, 0.010, -0.012], [0.006, 0.037, 0.000], [0.022, 0.000, -0.010], [0.010, 0.038, -0.057], [-0.014, -0.052, 0.133], [0.170, -0.068, -0.137], [0.000, 0.034, 0.056]]
}

The following energy relative to the best compared isomer or geometry (same formula, charge and spin) values (in kcal/mol) correspond, in order, to the records above: 78.34 0.00.